{
  "formula": "C20H80ClHgO24",
  "method": "ωB97M-V with the def2-TZVPD basis set",
  "total_charge": 1,
  "lumo_ha": -0.12702,
  "homo_lumo_gap_ev": 7.415,
  "symbols": ["Hg", "Cl", "O", "O", "O", "O", "C", "O", "H", "H", "H", "H", "C", "O", "H", "H", "H", "H", "C", "O", "H", "H", "H", "H", "C", "O", "H", "H", "H", "H", "C", "O", "H", "H", "H", "H", "C", "O", "H", "H", "H", "H", "C", "O", "H", "H", "H", "H", "C", "O", "H", "H", "H", "H", "C", "O", "H", "H", "H", "H", "C", "O", "H", "H", "H", "H", "C", "O", "H", "H", "H", "H", "C", "O", "H", "H", "H", "H", "C", "O", "H", "H", "H", "H", "C", "O", "H", "H", "H", "H", "C", "O", "H", "H", "H", "H", "C", "O", "H", "H", "H", "H", "C", "O", "H", "H", "H", "H", "C", "O", "H", "H", "H", "H", "C", "O", "H", "H", "H", "H", "C", "O", "H", "H", "H", "H"],
  "positions_angstrom": [[6.41, 7.09, -9.75], [7.73, 3.23, -9.69], [7.32, 4.64, -9.64], [7.01, 2.59, -8.75], [7.45, 2.69, -11.01], [9.08, 3.21, -9.28], [8.47, 6.32, -12.45], [7.27, 6.92, -11.89], [8.14, 5.82, -13.36], [9.07, 7.14, -12.82], [8.93, 5.65, -11.72], [6.84, 7.41, -12.60], [6.97, 8.80, -6.52], [6.54, 8.73, -7.86], [7.29, 7.80, -6.23], [7.89, 9.37, -6.41], [6.14, 9.17, -5.92], [6.30, 9.65, -7.97], [9.46, 4.39, -15.85], [9.94, 4.17, -14.51], [9.87, 5.23, -16.40], [9.63, 3.49, -16.44], [8.41, 4.64, -15.72], [9.97, 3.22, -14.37], [11.28, 1.44, -12.41], [9.95, 1.69, -12.95], [11.74, 2.42, -12.61], [11.39, 1.15, -11.36], [11.83, 0.81, -13.11], [9.32, 2.03, -12.31], [3.88, 4.66, -10.23], [4.68, 5.55, -11.00], [4.57, 3.93, -9.80], [3.35, 5.12, -9.41], [3.09, 4.13, -10.76], [4.59, 5.11, -11.85], [3.94, 0.68, -7.98], [2.60, 0.65, -7.50], [4.64, 0.54, -7.15], [4.07, -0.10, -8.73], [4.27, 1.65, -8.36], [2.52, -0.05, -6.86], [3.52, 8.24, -10.88], [4.23, 8.06, -9.67], [4.08, 8.21, -11.81], [2.63, 7.62, -10.86], [2.94, 9.16, -10.90], [3.62, 8.19, -8.94], [5.99, 5.44, -6.70], [5.50, 6.19, -7.79], [5.58, 5.80, -5.76], [5.56, 4.44, -6.81], [7.07, 5.27, -6.66], [4.68, 6.53, -7.43], [12.01, 5.79, -5.46], [11.03, 6.04, -4.45], [12.90, 6.36, -5.18], [12.15, 4.72, -5.62], [11.56, 6.18, -6.37], [10.87, 6.98, -4.47], [8.14, -1.50, -4.92], [8.26, -0.20, -5.29], [8.59, -2.18, -5.64], [8.55, -1.67, -3.92], [7.11, -1.83, -4.82], [8.28, -0.18, -6.25], [9.54, -0.17, -8.41], [9.56, -1.40, -7.73], [10.60, 0.05, -8.51], [9.18, -0.31, -9.43], [9.10, 0.62, -7.81], [9.60, -2.13, -8.35], [4.44, 1.65, -12.55], [3.27, 2.35, -12.81], [4.53, 1.25, -11.54], [4.56, 0.78, -13.20], [5.19, 2.39, -12.84], [2.64, 2.01, -12.18], [2.80, 4.13, -5.68], [2.48, 3.95, -4.31], [3.36, 3.26, -6.02], [1.93, 4.13, -6.34], [3.49, 4.97, -5.81], [3.27, 4.06, -3.77], [9.90, 3.06, -5.85], [9.85, 3.60, -4.50], [10.83, 2.50, -5.91], [9.04, 2.42, -6.04], [9.81, 3.91, -6.53], [10.51, 4.29, -4.44], [7.79, 9.91, -11.09], [6.71, 9.36, -10.44], [8.24, 10.69, -10.49], [8.53, 9.12, -11.18], [7.53, 10.40, -12.03], [6.06, 10.07, -10.35], [6.50, -1.59, -10.25], [6.74, -2.82, -9.61], [6.50, -1.76, -11.32], [5.48, -1.33, -9.95], [7.23, -0.80, -10.02], [7.68, -3.03, -9.68], [12.43, 3.87, -8.81], [12.73, 4.90, -9.74], [11.35, 3.89, -8.64], [12.78, 2.95, -9.27], [12.96, 4.00, -7.86], [12.20, 4.88, -10.55], [4.87, 4.61, -14.67], [4.16, 4.74, -13.51], [5.12, 3.57, -14.87], [4.24, 5.00, -15.47], [5.77, 5.22, -14.73], [3.80, 3.85, -13.49], [8.21, -0.65, -14.89], [8.94, -0.98, -13.71], [8.34, -1.54, -15.52], [7.17, -0.55, -14.59], [8.45, 0.26, -15.44], [9.27, -0.12, -13.42], [9.65, 6.70, -8.57], [8.74, 7.47, -9.32], [9.18, 6.16, -7.74], [10.33, 5.93, -8.94], [10.22, 7.45, -8.02], [9.27, 7.95, -9.96]]
}


{
  "formula": "C27H43AsN6PPdSb",
  "method": "ωB97M-V with the def2-TZVPD basis set",
  "total_charge": 0,
  "lumo_ha": 0.02135,
  "e_above_lowest_ev": 0.000,
  "homo_lumo_gap_ev": 7.207,
  "symbols": ["Pd", "C", "N", "C", "C", "N", "C", "P", "C", "N", "C", "C", "N", "C", "C", "N", "C", "C", "N", "C", "H", "H", "H", "H", "H", "H", "H", "H", "H", "H", "H", "H", "H", "H", "H", "C", "C", "Sb", "C", "C", "C", "C", "H", "H", "H", "H", "H", "H", "H", "H", "H", "H", "H", "H", "H", "H", "H", "C", "As", "C", "C", "C", "C", "C", "C", "C", "C", "H", "H", "H", "H", "H", "H", "H", "H", "H", "H", "H", "H", "H"],
  "positions_angstrom": [[0.43, 0.23, -0.20], [-1.71, 6.08, -0.17], [-2.36, 4.87, 0.30], [-3.68, 4.76, 0.64], [-3.87, 3.45, 0.97], [-2.71, 2.75, 0.84], [-1.81, 3.62, 0.44], [-0.07, 3.33, 0.01], [-0.28, 2.33, -1.51], [-1.36, 1.64, -1.87], [-1.16, 1.29, -3.17], [0.03, 1.78, -3.62], [0.58, 2.47, -2.57], [1.91, 3.03, -2.55], [0.50, 2.26, 1.37], [-0.21, 1.52, 2.20], [0.64, 1.13, 3.19], [1.89, 1.65, 2.97], [1.79, 2.40, 1.83], [2.89, 3.07, 1.18], [-2.33, 6.93, 0.09], [-1.58, 6.05, -1.26], [-0.73, 6.19, 0.29], [-4.34, 5.61, 0.62], [-4.78, 2.98, 1.30], [-1.88, 0.71, -3.71], [0.53, 1.71, -4.57], [2.23, 3.23, -3.57], [2.60, 2.34, -2.08], [1.91, 3.97, -1.99], [0.32, 0.50, 4.00], [2.81, 1.57, 3.52], [2.63, 4.10, 0.96], [3.14, 2.56, 0.24], [3.76, 3.05, 1.84], [5.80, -0.63, -1.38], [4.60, 0.31, -1.33], [2.74, -0.62, -0.68], [2.80, -2.23, -2.11], [1.55, -3.11, -2.03], [3.55, -1.67, 1.02], [2.45, -2.30, 1.87], [6.70, -0.11, -1.71], [5.63, -1.46, -2.06], [6.02, -1.06, -0.40], [4.41, 0.74, -2.31], [4.80, 1.14, -0.65], [3.70, -2.81, -1.93], [2.89, -1.77, -3.10], [1.49, -3.62, -1.07], [1.56, -3.87, -2.81], [0.65, -2.51, -2.14], [4.13, -0.95, 1.60], [4.25, -2.43, 0.65], [1.73, -1.54, 2.18], [2.86, -2.77, 2.76], [1.90, -3.06, 1.31], [-2.98, -1.16, -1.06], [-1.57, -1.15, 0.28], [-2.62, -0.67, 1.84], [-1.33, -3.09, 0.60], [-2.59, -3.85, 0.89], [-3.35, -4.40, -0.15], [-4.53, -5.07, 0.11], [-4.99, -5.20, 1.42], [-4.25, -4.66, 2.45], [-3.06, -3.99, 2.19], [-3.84, -1.75, -0.73], [-2.60, -1.56, -2.00], [-3.27, -0.12, -1.21], [-3.55, -1.23, 1.87], [-2.80, 0.40, 1.77], [-2.03, -0.86, 2.74], [-0.63, -3.16, 1.43], [-0.84, -3.49, -0.29], [-2.99, -4.31, -1.17], [-5.10, -5.49, -0.71], [-5.92, -5.72, 1.62], [-4.59, -4.75, 3.48], [-2.49, -3.57, 3.01]]
}


{
  "formula": "C17H30BF2N4PtSe",
  "method": "ωB97M-V with the def2-TZVPD basis set",
  "total_charge": 3,
  "multiplicity": 5,
  "lumo_ha": [-0.34469, -0.47832],
  "homo_lumo_gap_ev": [8.536, 5.518],
  "symbols": ["Pt", "N", "C", "C", "N", "H", "H", "H", "H", "H", "H", "H", "H", "C", "C", "C", "C", "N", "C", "Se", "N", "C", "C", "C", "C", "C", "C", "C", "C", "C", "C", "H", "H", "H", "H", "H", "H", "H", "H", "H", "H", "H", "H", "H", "H", "H", "H", "H", "H", "H", "H", "H", "H", "F", "B", "F"],
  "positions_angstrom": [[-0.22, -0.99, 2.86], [0.32, 0.08, 4.86], [-1.00, 0.38, 5.52], [-2.04, -0.67, 5.22], [-2.27, -0.85, 3.77], [0.86, -0.58, 5.40], [0.88, 0.94, 4.75], [-1.29, 1.37, 5.19], [-0.87, 0.37, 6.62], [-3.00, -0.39, 5.69], [-1.75, -1.64, 5.60], [-2.82, -0.07, 3.37], [-2.81, -1.67, 3.61], [0.09, 4.36, -0.19], [0.45, 3.49, -1.41], [1.95, 3.16, -1.45], [2.43, 2.07, -0.48], [1.76, 0.78, -0.85], [0.76, 0.17, -0.21], [0.03, 0.92, 1.34], [0.37, -0.95, -0.92], [-0.86, -1.82, -0.63], [-2.13, -1.13, -1.10], [-2.29, -1.03, -2.62], [-2.65, -2.37, -3.25], [1.12, -1.03, -2.01], [1.10, -2.01, -3.05], [2.05, -1.85, -4.02], [3.01, -0.77, -3.98], [3.00, 0.23, -2.96], [2.03, 0.05, -2.00], [-0.95, 4.73, -0.24], [0.70, 5.27, -0.21], [0.20, 3.91, 0.78], [0.22, 4.03, -2.33], [-0.17, 2.59, -1.45], [2.55, 4.06, -1.24], [2.30, 2.92, -2.46], [2.19, 2.38, 0.55], [3.48, 1.94, -0.55], [-0.91, -1.94, 0.46], [-0.66, -2.78, -1.12], [-2.22, -0.12, -0.68], [-2.98, -1.69, -0.68], [-1.41, -0.57, -3.11], [-3.12, -0.36, -2.81], [-1.86, -3.11, -3.18], [-2.84, -2.26, -4.31], [-3.51, -2.79, -2.76], [0.36, -2.78, -3.09], [2.09, -2.54, -4.85], [3.81, -0.65, -4.72], [3.69, 1.05, -2.91], [1.16, -3.34, 1.56], [0.79, -2.94, 2.77], [0.89, -3.56, 3.92]]
}


{
  "formula": "C31H59N4O6S",
  "method": "ωB97M-V with the def2-TZVPD basis set",
  "total_charge": 1,
  "multiplicity": 3,
  "lumo_ha": [-0.18825, -0.18825],
  "homo_lumo_gap_ev": [5.295, 5.920],
  "symbols": ["C", "O", "C", "C", "C", "C", "N", "C", "C", "C", "C", "C", "C", "C", "C", "S", "O", "O", "O", "N", "H", "H", "H", "H", "H", "H", "H", "H", "H", "H", "H", "H", "H", "H", "H", "H", "H", "H", "H", "H", "H", "H", "H", "C", "C", "C", "C", "C", "C", "N", "O", "C", "C", "C", "H", "H", "H", "H", "H", "H", "H", "H", "H", "H", "H", "H", "H", "H", "H", "H", "H", "H", "C", "C", "C", "C", "C", "C", "N", "O", "C", "C", "C", "H", "H", "H", "H", "H", "H", "H", "H", "H", "H", "H", "H", "H", "H", "H", "H", "H", "H"],
  "positions_angstrom": [[-0.97, -0.68, 3.41], [-1.79, -1.60, 2.65], [-2.18, -0.95, 1.43], [-2.80, -2.00, 0.35], [-3.36, -1.11, -0.87], [-2.88, -1.60, -2.31], [-1.48, -1.21, -2.66], [-0.43, -2.15, -2.56], [1.06, -1.98, -2.86], [1.38, -0.53, -3.40], [0.08, 0.31, -3.47], [0.26, 1.81, -4.06], [-0.47, 2.80, -3.02], [-0.15, 4.34, -3.42], [-0.12, 5.35, -2.16], [1.56, 5.58, -1.42], [1.51, 6.44, -0.18], [2.26, 4.28, -1.09], [2.52, 6.40, -2.54], [-1.24, 0.01, -3.12], [-0.38, 0.06, 2.78], [-0.18, -1.33, 3.95], [-1.58, -0.05, 4.16], [-1.31, -0.43, 0.90], [-3.01, -0.18, 1.62], [-3.67, -2.54, 0.89], [-2.04, -2.80, 0.04], [-4.51, -1.22, -0.85], [-3.17, 0.02, -0.70], [-2.92, -2.74, -2.37], [-3.57, -1.14, -3.11], [-0.74, -3.19, -2.19], [1.87, -2.78, -2.75], [2.42, -0.21, -3.71], [-0.15, 1.86, -5.12], [1.38, 2.11, -4.12], [-1.59, 2.60, -3.05], [-0.07, 2.53, -1.97], [0.89, 4.37, -3.89], [-0.99, 4.70, -4.11], [-0.45, 6.38, -2.56], [-0.91, 5.07, -1.37], [3.31, 6.76, -2.06], [6.69, 1.59, -1.12], [6.37, 1.50, -2.63], [5.47, 0.28, -2.87], [6.22, -1.04, -2.71], [7.47, -1.08, -3.58], [8.38, 0.17, -3.45], [7.61, 1.45, -3.46], [7.26, 1.71, -4.75], [9.23, 0.10, -2.17], [9.44, 0.10, -4.59], [5.57, 2.80, -2.90], [5.84, 1.99, -0.56], [6.91, 0.63, -0.66], [7.53, 2.27, -0.94], [5.03, 0.32, -3.88], [4.62, 0.29, -2.17], [6.50, -1.21, -1.66], [5.57, -1.87, -2.98], [8.05, -1.98, -3.35], [7.15, -1.19, -4.62], [9.80, 1.03, -2.02], [9.96, -0.71, -2.22], [8.65, -0.09, -1.27], [8.98, 0.00, -5.58], [10.09, -0.77, -4.46], [10.07, 0.99, -4.59], [6.17, 3.68, -2.65], [4.66, 2.83, -2.28], [5.23, 2.90, -3.93], [-4.55, -2.29, 6.20], [-5.05, -2.41, 4.74], [-5.04, -1.01, 4.11], [-6.14, -0.10, 4.67], [-7.51, -0.76, 4.57], [-7.56, -2.21, 5.11], [-6.40, -3.04, 4.68], [-6.62, -3.41, 3.39], [-7.64, -2.22, 6.65], [-8.93, -2.82, 4.68], [-3.98, -3.31, 4.07], [-3.46, -2.18, 6.23], [-4.93, -1.42, 6.73], [-4.79, -3.19, 6.78], [-5.17, -1.08, 3.02], [-4.07, -0.53, 4.26], [-5.93, 0.16, 5.71], [-6.15, 0.84, 4.12], [-8.24, -0.14, 5.09], [-7.80, -0.75, 3.51], [-7.58, -3.24, 7.04], [-8.59, -1.80, 7.00], [-6.87, -1.62, 7.13], [-9.09, -2.76, 3.60], [-9.76, -2.28, 5.15], [-9.01, -3.87, 4.98], [-3.92, -4.28, 4.57], [-2.99, -2.84, 4.14], [-4.16, -3.48, 3.01]]
}


{
  "formula": "C4H7NO",
  "method": "ωB97M-V with the def2-TZVPD basis set",
  "total_charge": 0,
  "lumo_ha": 0.00529,
  "e_above_lowest_ev": 2.933,
  "homo_lumo_gap_ev": 9.175,
  "symbols": ["C", "C", "C", "N", "C", "O", "H", "H", "H", "H", "H", "H", "H"],
  "positions_angstrom": [[0.36, -0.46, 1.49], [-0.36, 0.46, 0.56], [0.42, 1.16, -0.47], [0.55, 0.06, -1.46], [-0.53, -0.63, -1.57], [-1.50, -0.65, -0.73], [-0.14, -1.43, 1.47], [0.30, -0.08, 2.52], [1.42, -0.61, 1.24], [-1.34, 0.78, 0.83], [-0.09, 2.03, -0.89], [1.44, 1.47, -0.17], [-0.58, -1.24, -2.48]]
}


{
  "formula": "C25H38FN4O5PS5SbW",
  "method": "ωB97M-V with the def2-TZVPD basis set",
  "total_charge": 0,
  "multiplicity": 2,
  "lumo_ha": [-0.00901, -0.01432],
  "e_above_lowest_ev": 0.690,
  "homo_lumo_gap_ev": [6.464, 6.700],
  "symbols": ["W", "O", "C", "C", "C", "C", "C", "C", "C", "O", "N", "N", "C", "S", "C", "C", "S", "H", "H", "H", "H", "H", "H", "H", "H", "H", "N", "C", "C", "N", "H", "H", "H", "H", "H", "H", "H", "H", "S", "Sb", "S", "S", "C", "C", "O", "P", "O", "C", "C", "O", "C", "C", "H", "H", "H", "H", "H", "H", "H", "H", "H", "H", "H", "H", "H", "H", "H", "F", "C", "C", "C", "C", "C", "C", "C", "H", "H", "H", "H", "H", "H"],
  "positions_angstrom": [[0.49, -0.36, -0.19], [-2.29, -1.76, -5.04], [-2.81, -0.58, -4.67], [-3.84, -0.05, -5.45], [-4.43, 1.15, -5.12], [-4.01, 1.86, -3.99], [-2.99, 1.35, -3.22], [-2.37, 0.13, -3.54], [-1.29, -0.37, -2.67], [-0.91, 0.33, -1.66], [-0.77, -1.54, -2.94], [0.27, -1.86, -2.05], [0.96, -2.85, -2.50], [0.52, -3.58, -4.04], [1.74, -4.91, -3.96], [2.95, -4.36, -3.24], [2.38, -3.51, -1.74], [-1.60, -2.00, -4.38], [-4.15, -0.62, -6.32], [-5.23, 1.53, -5.74], [-4.48, 2.80, -3.73], [-2.64, 1.89, -2.36], [1.97, -5.21, -4.98], [1.31, -5.76, -3.42], [3.48, -3.64, -3.86], [3.64, -5.14, -2.93], [-1.82, 0.28, 0.60], [-2.77, -0.81, 0.36], [-2.20, -2.08, 0.97], [-0.84, -2.25, 0.43], [-1.91, 0.67, 1.53], [-1.96, 1.02, -0.08], [-2.89, -0.92, -0.71], [-3.75, -0.59, 0.79], [-2.83, -2.94, 0.75], [-2.12, -1.98, 2.05], [-0.86, -2.81, -0.42], [-0.25, -2.77, 1.09], [4.49, 1.24, 1.11], [4.02, -0.52, -0.23], [2.08, -1.79, 0.85], [2.20, 0.26, -1.68], [3.49, 0.29, 4.84], [2.92, -0.41, 3.63], [1.83, 0.41, 3.13], [0.52, 0.00, 2.36], [-0.47, 1.11, 3.00], [-0.06, 2.44, 3.42], [-0.14, 2.53, 4.93], [-0.08, -1.31, 3.06], [-0.23, -1.39, 4.50], [0.03, -2.82, 4.92], [4.35, -0.26, 5.21], [2.75, 0.37, 5.64], [3.82, 1.29, 4.56], [2.53, -1.40, 3.87], [3.66, -0.48, 2.84], [-0.74, 3.14, 2.94], [0.95, 2.64, 3.08], [-1.15, 2.30, 5.28], [0.11, 3.54, 5.25], [0.56, 1.84, 5.39], [-1.25, -1.09, 4.74], [0.46, -0.69, 4.98], [-0.71, -3.49, 4.48], [-0.03, -2.89, 6.01], [1.02, -3.15, 4.60], [1.10, 5.75, -3.80], [0.98, 4.81, -2.83], [-0.29, 4.38, -2.48], [-0.40, 3.42, -1.49], [0.72, 2.88, -0.86], [0.59, 1.86, 0.24], [1.98, 3.36, -1.23], [2.11, 4.33, -2.21], [-1.16, 4.80, -2.97], [-1.39, 3.10, -1.18], [-0.29, 2.14, 0.83], [1.47, 2.00, 0.88], [2.86, 2.98, -0.73], [3.08, 4.71, -2.50]]
}


In order of appearance, E_tot = -3228.3827, -4328.3889, -3629.1539, -2284.6230, -286.5239, -4310.3227 hartree.